C13H26N2O4S | ωB97M-V with the def2-TZVPD basis set

The geometry in XYZ format:
```
46
Properties=species:S:1:pos:R:3:forces:R:3:mulliken_charge:R:1
O 3.2628 -0.7202 1.7713 -0.1 -0.3 -0.1 -0.6828
C 0.0120 1.3022 -0.6284 0.1 0.3 0.4 0.3851
H -5.1531 -0.9841 1.2371 0.1 0.0 0.0 0.4204
H 1.7598 -1.5403 0.2667 -0.2 -0.1 -0.2 0.4491
H 1.1922 -1.0910 -1.3639 0.0 0.0 0.0 0.4850
H 2.2300 1.0408 -2.3354 0.1 0.0 0.0 0.5208
H -1.9954 -4.0636 -0.2385 0.1 -0.1 0.0 0.3829
C -3.0538 -2.3700 0.5473 0.1 -0.2 0.0 -0.3545
H -2.4055 0.5624 -0.5399 0.2 0.1 0.0 0.3618
O -1.0006 3.1505 0.5709 0.1 0.3 0.3 -0.6741
H -3.8462 2.9275 0.0286 0.0 -0.1 0.2 0.3196
C -1.1396 2.0943 -0.0083 0.2 -0.4 -0.6 -0.1338
H -0.5526 -0.5619 0.3446 0.0 0.0 0.1 -0.3835
H 3.3520 1.9071 -1.2597 -0.1 0.1 -0.2 0.4880
H 1.0879 3.0158 -1.3899 0.0 0.0 0.0 0.4867
H -1.3718 -2.5052 -0.7942 0.1 0.0 0.0 0.0741
H -2.8854 -3.1317 -1.4535 0.0 0.0 -0.1 0.3177
C 1.4762 -0.7074 -0.3767 -0.4 -0.4 0.4 -1.2704
H 4.9166 -2.1928 0.4331 0.0 -0.2 0.0 0.2941
N -2.3399 1.5007 -0.1723 -0.4 -0.2 0.0 -0.0236
C -2.2738 -3.0636 -0.5579 -0.3 0.3 0.3 -0.9689
H 0.6291 0.4128 1.2377 -0.1 0.0 0.1 0.3086
O -3.4424 -1.0888 0.0985 0.0 0.0 -0.3 -0.3745
H -3.7063 -0.2477 1.9682 0.0 0.0 0.0 0.2843
N 2.6575 0.1109 -0.5435 0.6 0.0 0.9 0.2463
C 0.3234 0.0802 0.2434 0.1 -0.1 -0.3 0.3455
C -4.6468 0.9605 0.4260 0.4 -0.2 0.2 -0.7428
O 3.6521 1.6596 1.2680 0.0 0.1 -0.2 -0.6775
C 2.4289 1.3283 -1.2960 0.0 0.6 -0.2 -1.3562
H -2.4381 -2.2769 1.4558 -0.1 0.0 -0.1 0.2917
H 6.2005 -1.8412 -0.7356 0.1 0.0 0.0 0.3883
H 4.5008 -1.6195 -1.1831 0.0 -0.1 -0.1 0.2738
H 1.5413 2.5312 0.2466 -0.1 0.1 -0.1 0.2373
H -3.9492 -2.9562 0.8053 0.1 0.1 0.0 0.4180
H 5.4462 0.6164 -0.6477 0.0 0.2 -0.1 0.3289
H -0.2969 0.9611 -1.6246 0.0 0.0 0.0 0.2755
C 5.2219 -1.5322 -0.3744 0.1 -0.1 0.0 -1.1143
C -4.2516 -0.3894 1.0226 -0.3 0.1 0.1 -0.4856
H 5.9604 0.0249 0.9470 0.0 0.1 0.1 0.4203
C 1.2719 2.1579 -0.7420 -0.1 -0.1 -0.1 -0.5992
C 5.2520 -0.1108 0.1344 -0.8 0.0 0.3 -0.4521
H -4.9294 0.7993 -0.6155 -0.1 0.0 0.0 0.2914
S 3.6190 0.2959 0.8227 0.8 0.0 -0.5 1.1677
C -3.5262 1.9907 0.4990 -0.1 0.3 0.0 -0.6912
H -5.5135 1.3444 0.9642 0.0 0.0 0.0 0.3820
H -3.2763 2.2188 1.5422 -0.1 0.0 -0.1 0.3404
```
Forces are in eV/Å.

**Energy relative to the best compared isomer or geometry (same formula, charge and spin)**: 25.5 kJ/mol
**HOMO energy**: -0.34058 Ha
**Total energy**: -1319.6197 hartree
**Spin multiplicity**: 1
**Molar mass**: 306.43 g mol⁻¹
**HOMO-LUMO gap**: 9.97 eV

***

C37H41BF5IO3 | ωB97M-V with the def2-TZVPD basis set

The geometry in XYZ format:
```
88
Properties=species:S:1:pos:R:3:forces:R:3:mulliken_charge:R:1
I -2.2671 1.3544 0.5282 0.1 0.2 -0.2 -0.1177
H 1.9537 -2.3430 1.6113 0.0 0.0 0.1 0.2592
C -9.1501 -6.0788 -1.6218 0.0 0.0 0.0 -0.5680
C 4.2555 0.4146 1.2990 0.2 0.1 0.1 0.2378
H 1.5774 2.2562 2.4153 0.0 0.0 0.0 -0.1016
C -9.6286 -6.0401 -2.9242 0.0 0.0 0.0 -0.2956
H -8.7263 -6.9769 -1.1939 0.0 0.0 0.0 0.4336
H -0.4641 -1.4479 2.9884 0.0 -0.1 -0.1 0.3185
C 12.3607 3.6568 -1.5631 0.0 0.0 0.0 0.4328
C 4.3244 0.1866 2.8119 0.0 0.1 0.0 -1.1784
H -10.6247 -2.8053 -3.0568 0.0 0.0 0.0 0.3814
H 11.9904 6.9909 -1.4392 0.0 0.0 0.0 0.3560
H -0.9930 3.6919 3.2632 0.0 0.0 0.0 0.3172
H -10.0114 -0.8677 1.3188 0.0 0.0 0.0 0.4245
H 10.5219 0.5696 -2.3504 0.0 0.0 0.0 0.3851
H 13.5186 2.4410 -0.2439 0.0 0.0 0.0 0.4260
O 0.1978 -1.4371 0.9995 0.0 -0.1 0.0 -0.3251
F -5.9756 -1.3708 0.0697 0.0 0.0 0.0 -0.2945
C -3.8053 -2.2257 -0.2138 0.1 -0.1 0.0 -0.5591
H -9.6499 3.4121 1.4097 0.0 0.0 0.0 0.3752
C -9.7465 -3.7454 -1.3534 0.0 0.0 0.0 -0.3414
F 7.4005 2.3023 0.3618 0.0 0.0 0.0 -0.3364
H 3.6172 -0.5807 3.1246 0.0 0.0 0.0 0.2940
H 14.2683 4.4035 1.0971 0.0 0.0 0.0 0.3535
C 6.7824 1.2088 -1.6228 0.0 0.0 0.0 -0.3907
C 11.9139 4.9106 -1.9271 0.0 0.0 0.0 -0.5061
H 0.2581 2.6936 1.3147 0.0 0.0 0.0 0.4319
H 11.2565 5.0201 -2.7784 0.0 0.0 0.0 0.4245
C -10.1610 -4.8682 -3.4442 0.0 0.0 0.0 -0.5859
C -10.2162 -3.7248 -2.6588 0.0 0.0 0.0 -0.2944
C 7.7689 1.6423 -0.7607 0.0 0.0 0.0 0.5021
H -3.4309 -1.2256 -0.3868 -0.1 0.0 0.0 0.4197
C -5.1443 -2.4360 0.0457 0.0 0.0 0.0 0.4889
C 7.1640 0.5325 -2.7728 0.0 0.0 0.0 -0.4140
C 12.3314 5.9988 -1.1739 0.0 0.0 0.0 -0.2715
C -3.4575 -4.6025 0.0015 0.0 0.0 0.0 -0.6780
H -9.2588 1.2104 2.4650 0.0 0.0 0.0 0.3560
H 8.7993 -0.2261 -3.9356 0.0 0.0 0.0 0.3802
H -9.5830 -6.9330 -3.5339 0.0 0.0 0.0 0.3562
H -11.5133 1.4539 -1.9311 0.0 0.0 0.0 0.4182
H 4.0884 1.1018 3.3581 0.0 0.0 0.0 0.2993
H -6.7261 -3.8031 0.4858 0.0 0.0 0.0 0.5286
F -11.1915 -0.9182 -0.9736 0.0 0.0 0.0 -0.3061
F -8.7665 -4.9528 0.4068 0.0 0.0 0.0 -0.3461
C 0.0914 3.5797 3.2732 0.0 -0.1 0.1 -1.3686
C 1.5410 -1.3421 1.4487 0.0 0.1 0.0 -0.4385
H -9.7812 -2.8673 -0.7259 0.0 0.0 0.0 0.3955
H 13.4984 6.6742 0.4944 0.0 0.0 0.0 0.3730
C 2.3317 -0.6438 0.3538 0.0 0.0 -0.1 -0.3307
C 13.1993 3.4449 -0.4878 0.0 0.0 0.0 -0.4438
H 3.6896 1.3272 1.0726 -0.1 -0.1 0.0 0.2524
C 9.1114 1.4283 -0.9948 0.0 0.0 0.0 -0.6184
C -10.6070 2.5809 -0.3205 0.0 0.0 0.0 -0.2768
H 1.5898 -0.7836 2.3872 0.0 0.0 0.0 0.3241
H 2.1409 -1.1640 -0.5867 0.0 0.0 0.0 0.2619
C -4.8110 -4.7787 0.2565 0.0 0.0 0.0 -0.2852
C 13.6082 4.5462 0.2517 0.0 0.0 0.0 -0.2847
H 0.5442 4.5176 2.9503 0.0 0.0 0.0 0.4021
H 0.4046 3.3760 4.2979 0.0 0.0 0.0 0.3091
C -10.1690 0.1065 0.8766 0.0 0.0 0.0 -0.4121
H 1.9788 0.3897 0.2389 0.0 0.0 0.0 0.2173
B -0.8978 0.4596 1.9434 -0.3 0.1 0.1 0.3742
C -2.9595 -3.3275 -0.2319 0.0 0.0 0.0 -0.3399
H -10.7791 3.5425 -0.7860 0.0 0.0 0.0 0.3513
C 13.1769 5.8211 -0.0873 0.0 0.0 0.0 -0.5637
C -9.2264 -4.9264 -0.8673 0.0 0.0 0.0 0.4768
H 6.4053 0.1857 -3.4620 0.0 0.0 0.0 0.3602
H 5.7435 1.3998 -1.3909 0.0 0.0 0.0 0.4745
C -0.7844 -1.1151 1.9934 -0.2 0.0 0.4 -0.4633
C 0.5058 2.4561 2.3516 -0.2 0.2 0.1 0.1797
C -10.7933 0.2147 -0.3490 0.0 0.0 0.0 0.5617
C 9.4754 0.7477 -2.1485 0.0 0.0 0.0 -0.2406
H -10.5299 -4.8459 -4.4608 0.0 0.0 0.0 0.3755
H 5.2624 0.5749 0.9121 0.0 0.0 0.0 -0.0536
O 3.7251 -0.6746 0.5673 0.0 0.0 0.0 -0.4198
C 8.5071 0.3010 -3.0374 0.0 0.0 0.0 -0.5670
C -5.6709 -3.6894 0.2829 0.0 0.0 0.0 -0.5590
C -9.7562 1.2723 1.5062 0.0 0.0 0.0 -0.3637
C -9.9743 2.5079 0.9128 0.0 0.0 0.0 -0.5808
F 11.9534 2.5908 -2.2867 0.1 0.0 0.0 -0.2953
H -1.6988 -1.6514 1.7458 0.0 0.0 -0.1 0.2865
H -5.2071 -5.7699 0.4366 0.0 0.0 0.0 0.3908
H 5.3216 -0.1255 3.1209 0.0 -0.1 0.0 0.3945
C -11.0230 1.4259 -0.9679 0.0 0.0 0.0 -0.5324
H -2.7924 -5.4556 -0.0155 0.0 0.0 0.0 0.3918
H -1.9039 -3.1810 -0.4266 0.0 0.0 0.0 0.4576
H 9.8471 1.7923 -0.2904 0.0 0.0 0.0 0.4765
O -0.1455 1.2351 2.7327 0.6 -0.3 -0.2 -0.3386
```
Forces are in eV/Å.

**HOMO energy**: -0.33129 Ha
**Total energy**: -2482.1002 hartree
**Spin multiplicity**: 1
**Molar mass**: 766.44 g mol⁻¹
**HOMO-LUMO gap**: 9.54 eV

***

Question: Which of these has the lowest total energy?
Answer: C37H41BF5IO3